# 1
Below is the molecule C4H3N3 at a distorted geometry, with properties calculated with ωB97M-V/def2-TZVPD.

```
10
C4H3N3 (ωB97M-V/def2-TZVPD)
N -1.1279 0.0237 1.0311
N -1.2219 -1.4046 -2.2541
N 0.3298 0.4341 -0.6454
C -1.0078 0.1493 -0.2803
C -1.3905 -0.7227 -1.3328
C 1.0327 0.4000 0.4908
C 0.1296 0.2170 1.5128
H 0.7682 0.3400 -1.5638
H 2.1060 0.4092 0.4829
H 0.3818 0.1541 2.5587
```

Values from the calculation:
Orbital gap ... 9.81 eV
E_LUMO ... 0.4 eV
Energy above the lowest of the compared OMol25 structures with the same formula, charge and spin ... 26.5 kcal per mole
DFT total energy ... -8665.2621 eV
SMILES string ... N#Cc1ncc[nH]1

# 2
Below is a structure of composition C38H36IN14OSSiY, with properties calculated with ωB97M-V/def2-TZVPD.

```
93
C38H36IN14OSSiY (ωB97M-V/def2-TZVPD)
I 0.5147 3.3218 0.9001
Y 1.2367 0.5432 -0.6293
S -2.1678 3.3790 -2.1750
Si -0.9257 -0.6535 2.2896
O -0.3197 0.1721 1.0593
N -4.8297 0.6013 -2.7983
N -2.8565 0.7432 -1.8373
N 3.4077 1.0011 0.2577
N -1.6840 0.3285 -1.2130
N 4.5194 -1.1138 0.6120
N 3.4628 -3.2363 0.7478
N 0.6213 -4.0647 -7.0585
N 4.9976 2.2717 0.9712
N 2.1953 -1.5208 0.1884
N 5.4419 1.0023 1.1156
N 1.4476 -2.6520 0.2157
N -4.3164 1.8703 -2.8615
N 3.8182 2.2853 0.4724
N 2.1922 -3.6453 0.5495
C 2.0398 6.7356 -1.2411
C 1.0925 -3.5544 4.5328
C 0.1107 -2.8651 3.8320
C -4.4747 -2.8550 1.4963
C 1.4930 5.8605 -0.2821
C 0.6950 -3.3928 -6.1252
C -1.6733 0.5578 3.5703
C -0.5185 1.4180 4.1038
C 1.6789 -1.1340 3.3249
C -3.9931 -3.8887 0.7062
C -2.6425 -3.9262 0.3852
C -2.6852 1.4817 2.8844
C -3.0951 2.0144 -2.2976
C 1.6618 2.5355 -2.0806
C 1.3759 4.5301 -0.5687
C -3.6053 -1.8771 1.9684
C 1.7894 -2.7582 -4.0177
C 1.8528 -1.9443 -2.8964
C 2.5722 3.0672 -4.3214
C 0.9535 -0.8888 -2.6471
C 3.4157 -1.9339 0.5180
C 2.3034 4.8651 -2.7555
C -0.1258 -1.5154 -4.7752
C 2.0619 2.1703 -3.3530
C 4.4438 0.2630 0.6676
C 1.7784 3.9434 -1.8017
C -3.9167 -0.0653 -2.1650
C -3.9513 -1.5112 -1.8423
C 2.6662 -1.8164 4.0198
C 0.3840 -1.6471 3.2092
C -0.0232 -0.7155 -3.6474
C 2.7011 4.3893 -4.0290
C 2.4300 6.2423 -2.4503
C 0.7871 -2.5526 -4.9651
C -1.7783 -2.9515 0.8682
C -2.2362 -1.9061 1.6847
C -2.3037 -0.1362 4.7827
C 2.3735 -3.0316 4.6244
H -5.5296 -2.8020 1.7416
H 0.0384 1.9054 3.3015
H 3.6680 -1.4067 4.0715
H 1.9264 -0.1918 2.8468
H -1.6912 0.5224 -0.2076
H -3.1681 -0.7509 4.5341
H -4.6666 -4.6531 0.3357
H 1.1703 6.2419 0.6774
H -3.1768 -2.0513 -2.3919
H -4.0200 -1.0764 2.5663
H -2.2511 -4.7193 -0.2410
H -4.8221 2.6150 -3.3016
H 3.1016 5.0949 -4.7499
H -3.0707 2.2237 3.5958
H 0.1916 0.8192 4.6776
H -0.8813 -3.2988 3.7486
H -1.6069 -0.6771 -1.3311
H -2.6325 0.6166 5.5116
H 2.1416 7.7894 -1.0102
H -0.8978 -1.3399 -5.5163
H 2.8469 6.8997 -3.2066
H -3.7814 -1.6786 -0.7768
H 2.8673 2.6906 -5.2958
H 2.5030 -3.5613 -4.1605
H -2.2221 2.0258 2.0577
H 2.6373 -2.1627 -2.1791
H 0.8621 -4.5101 4.9898
H -4.9232 -1.9113 -2.1199
H 1.9971 1.1312 -3.6585
H 5.3275 -1.5176 1.0529
H -1.5755 -0.7816 5.2817
H 3.1482 -3.5771 5.1503
H -0.7250 -2.9990 0.6026
H -0.7262 0.1102 -3.5622
H -0.9099 2.2036 4.7629
H -3.5429 0.9367 2.4798
```

Values from the calculation:
Orbital gap ... 7.14 eV
E_LUMO ... 4.0 eV
Charge ... -2
Energy above the lowest of the compared OMol25 structures with the same formula, charge and spin ... 15.5 kcal per mole
DFT total energy ... -90761.6972 eV